Model 1:
Density functional theory data (the ωB97M-V functional and the def2-TZVPD basis) for a 2-piece molecular cluster, C10H16O overall.

Values from the calculation:
- structure (SMILES) = Cc1ccc(O)cc1.CCC
- spin multiplicity = 1
- LUMO energy (eV) = 0.844

Positions of all 27 atoms, in Å:
C1 -1.4058 1.8804 1.9717
C2 -1.5751 1.0843 -0.4093
C3 -1.5804 0.7917 0.9431
C4 -1.8061 0.0857 -1.3565
C5 -1.4864 -0.5506 1.3218
C6 -1.6015 -1.2313 -0.9710
C7 -1.3748 -1.5431 0.3616
O1 -1.8595 -2.1841 -1.9273
H1 -1.4109 2.0934 -0.7741
H2 -2.0725 0.2688 -2.3873
H3 -1.3719 1.4062 2.9541
H4 -2.2111 2.6130 2.0475
H5 -1.4036 -0.7451 2.3832
H6 -1.2222 -2.5445 0.7109
H7 -1.4925 -3.0413 -1.6715
H8 -0.4736 2.4241 1.8083
C8 2.4165 -0.4362 -0.8934
C9 2.1301 1.0376 -1.1168
C10 2.0736 -0.8696 0.5427
H9 1.8765 -1.0677 -1.5889
H10 3.4792 -0.6234 -1.0531
H11 2.4130 1.7038 -0.2983
H12 2.8775 -0.5591 1.2089
H13 1.0561 -0.7096 0.8623
H14 2.3425 -1.9377 0.5962
H15 2.6224 1.4377 -2.0093
H16 1.0605 1.2164 -1.2555


Model 2:
Density functional theory data (the ωB97M-V functional and the def2-TZVPD basis) for a 2-piece molecular cluster, C10H16O overall.

Values from the calculation:
- structure (SMILES) = Cc1ccc(O)cc1.CCC
- spin multiplicity = 1
- LUMO energy (eV) = 0.844

Positions of all 27 atoms, in Å:
C1 0.0952 -0.8704 -4.3565
C2 0.4126 0.7671 -0.9522
C3 -0.7024 0.2181 -0.3188
C4 0.6642 0.4187 -2.2606
C5 -0.1199 -0.5580 -2.8951
C6 -1.4946 -0.7469 -0.9010
C7 -1.0969 -1.2097 -2.1658
O1 -1.0659 0.8450 0.8564
H1 0.8918 1.5957 -0.4474
H2 1.4581 0.8160 -2.8842
H3 -2.4068 -1.1524 -0.4872
H4 -2.0001 0.7372 1.0452
H5 1.0280 -1.4110 -4.5316
H6 0.2239 0.0649 -4.9039
H7 -1.4356 -2.1785 -2.5153
H8 -0.7632 -1.4308 -4.7145
C8 1.0328 0.3494 3.0527
C9 -0.0060 -0.5529 3.6872
C10 1.6658 1.2465 4.1195
H9 1.7781 -0.2673 2.5369
H10 0.7087 0.9850 2.2387
H11 0.4706 -1.3346 4.2692
H12 0.9634 1.6040 4.8680
H13 -0.6451 -1.1237 3.0022
H14 -0.7271 0.0143 4.2808
H15 2.4344 0.7010 4.6784
H16 2.1821 2.0834 3.6527


Model 3:
Density functional theory data (the ωB97M-V functional and the def2-TZVPD basis) for a 2-piece molecular cluster, C10H16O overall.

Values from the calculation:
- structure (SMILES) = Cc1ccc(O)cc1.CCC
- spin multiplicity = 1
- LUMO energy (eV) = 0.848

Positions of all 27 atoms, in Å:
C1 -1.5367 -2.4993 2.5667
C2 -0.3236 -0.4537 1.7816
C3 -1.5305 -1.1210 1.9346
C4 -0.3205 0.8215 1.2133
C5 -1.3690 1.2649 0.4286
C6 -2.6038 -0.6532 1.1669
C7 -2.5485 0.5408 0.4755
O1 -1.2816 2.3695 -0.3533
H1 0.5803 -0.7299 2.3131
H2 0.5901 1.3980 1.3509
H3 -1.1347 -3.2356 1.8726
H4 -2.5237 -2.7441 2.9472
H5 -3.5447 -1.1859 1.2513
H6 -0.4125 2.7511 -0.3221
H7 -3.4313 0.9293 -0.0160
H8 -0.8549 -2.4696 3.4104
C8 1.7879 -0.0355 -2.0805
C9 2.6382 0.0981 -0.8410
C10 1.6055 1.1461 -3.0682
H9 0.7573 -0.3252 -1.8459
H10 2.1312 -0.9192 -2.6186
H11 2.5126 -0.6900 -0.1141
H12 3.6612 0.3483 -1.1385
H13 2.1462 2.0573 -2.8114
H14 2.6063 1.1145 -0.4021
H15 0.5609 1.4527 -3.0560
H16 1.8383 0.7700 -4.0449


Model 4:
Density functional theory data (the ωB97M-V functional and the def2-TZVPD basis) for a 2-piece molecular cluster, C10H16O overall.

Values from the calculation:
- structure (SMILES) = Cc1ccc(O)cc1.CCC
- spin multiplicity = 1
- LUMO energy (eV) = 0.824

Positions of all 27 atoms, in Å:
C1 -0.7951 2.2490 0.8141
C2 -1.1440 0.7089 -1.1584
C3 -0.3789 1.6400 -0.4999
C4 -0.6738 0.1476 -2.4128
C5 0.6690 0.2693 -2.6801
C6 0.9721 1.7951 -0.8499
C7 1.5171 1.0806 -1.8940
O1 1.3606 -0.3811 -3.6975
H1 -2.1146 0.3245 -0.8588
H2 -1.3358 -0.1798 -3.2015
H3 -0.2801 1.7211 1.6134
H4 -1.9030 2.0775 0.8961
H5 1.6697 2.3513 -0.2423
H6 0.9075 -1.2172 -3.8854
H7 2.5987 1.1212 -1.9670
H8 -0.9796 3.3146 0.9470
C8 -0.1994 -0.9612 1.8369
C9 1.1791 -1.3656 1.2652
C10 -1.0677 -2.1449 2.1980
H9 -0.0077 -0.1749 2.5678
H10 -0.8215 -0.4392 1.0462
H11 1.1755 -2.1809 0.5034
H12 1.7618 -1.5725 2.1906
H13 -0.8790 -2.8727 1.3812
H14 -0.8204 -2.6508 3.1593
H15 1.7522 -0.5498 0.7534
H16 -2.1627 -2.1102 2.1749


Most stable of them? model 1.


Model 1:
Density functional theory data (the ωB97M-V functional and the def2-TZVPD basis) for a 2-piece molecular cluster, C10H16O overall.

Values from the calculation:
- structure (SMILES) = CCc1ccc(O)cc1.CC
- spin multiplicity = 1
- LUMO energy (eV) = 0.831

Positions of all 27 atoms, in Å:
C1 -1.2832 -0.5889 1.4977
C2 -2.0402 -1.8447 1.9676
C3 -0.7931 -0.6912 0.0795
C4 0.2171 -1.5940 -0.2496
C5 -1.3465 0.0944 -0.9252
C6 0.6723 -1.7046 -1.5508
C7 -0.8875 0.0053 -2.2366
C8 0.1124 -0.9076 -2.5488
O1 0.5235 -0.9699 -3.8472
H1 -1.9524 0.2689 1.5918
H2 -0.4371 -0.4202 2.1700
H3 -1.4022 -2.7230 1.8330
H4 0.6988 -2.1962 0.5116
H5 -2.1313 0.8057 -0.7003
H6 1.4669 -2.3843 -1.8294
H7 -1.3301 0.5927 -3.0299
H8 1.2141 -1.6296 -3.9384
H9 -2.9437 -1.9791 1.3794
H10 -2.1876 -1.7807 3.0462
C9 1.1119 2.2294 0.4536
C10 2.3635 2.6643 1.2321
H11 1.3763 1.5316 -0.3380
H12 0.3893 1.7592 1.1223
H13 0.5952 3.0964 0.0416
H14 2.0695 3.3337 2.0411
H15 3.0256 3.2107 0.5629
H16 2.8986 1.8216 1.6638


Model 2:
Density functional theory data (the ωB97M-V functional and the def2-TZVPD basis) for a single C10H16O molecule.

Values from the calculation:
- spin multiplicity = 1
- LUMO energy (spin up / spin down) (eV) = 0.664 / 0.540

Positions of all 27 atoms, in Å:
C1 2.6396 -0.3411 0.2797
C2 1.9261 0.7150 0.0246
C3 2.2231 -1.7328 0.1431
C4 1.0300 -1.9329 -0.7675
C5 -0.3415 -1.6624 -0.2843
C6 -0.7633 -0.3104 -0.4293
C7 -2.0759 0.4179 -0.3527
C8 2.0690 2.1595 0.0502
C9 -3.4711 -0.0370 -0.2045
C10 -2.0477 1.8994 0.2738
O1 -1.2766 0.2965 -1.5346
H1 3.5870 -0.0599 0.7225
H2 3.0664 -2.4094 -0.2086
H3 2.0166 -2.0868 1.1260
H4 1.1880 -1.1863 -1.6703
H5 1.1481 -2.9700 -1.0305
H6 -1.0157 -2.4730 -0.8067
H7 -0.4480 -1.9800 0.6925
H8 2.7381 2.4608 0.8814
H9 1.1678 2.6664 0.2097
H10 2.4893 2.5424 -0.8970
H11 -3.4326 -1.1537 -0.1705
H12 -3.9757 0.2808 -1.0906
H13 -3.9424 0.3740 0.6880
H14 -1.9261 1.8573 1.4675
H15 -2.9380 2.5358 -0.0423
H16 -1.1427 2.3553 -0.0781


Model 3:
Density functional theory data (the ωB97M-V functional and the def2-TZVPD basis) for a 2-piece molecular cluster, C10H16O overall.

Values from the calculation:
- structure (SMILES) = CCc1ccc(O)cc1.CC
- spin multiplicity = 1
- LUMO energy (eV) = 0.837

Positions of all 27 atoms, in Å:
C1 -1.4601 -1.3564 -0.2959
C2 -2.7245 -1.6382 0.5135
C3 -0.8693 0.0340 -0.1212
C4 -1.0148 0.7743 1.0456
C5 -0.1482 0.6123 -1.1632
C6 -0.4785 2.0416 1.1912
C7 0.3320 1.9059 -1.0703
C8 0.1305 2.6380 0.0982
O1 0.5415 3.9337 0.2284
H1 -0.6919 -2.0981 -0.1080
H2 -1.7418 -1.3879 -1.3389
H3 -3.3139 -0.7190 0.6330
H4 -1.5580 0.2778 1.8458
H5 0.0571 0.0598 -2.0675
H6 -0.4992 2.5873 2.1290
H7 0.9170 2.3087 -1.9001
H8 1.1998 4.1852 -0.4470
H9 -2.5237 -1.9922 1.5273
H10 -3.3373 -2.3788 0.0294
C9 3.1035 -3.0216 -0.2551
C10 1.9592 -4.0296 -0.1481
H11 3.2130 -2.6648 -1.2847
H12 2.9184 -2.1511 0.3782
H13 4.0380 -3.4811 0.0278
H14 1.0506 -3.6275 -0.6075
H15 1.7174 -4.2574 0.8868
H16 2.1893 -4.9180 -0.7333


Model 4:
Density functional theory data (the ωB97M-V functional and the def2-TZVPD basis) for a 2-piece molecular cluster, C10H16O overall.

Values from the calculation:
- structure (SMILES) = CCc1ccc(O)cc1.CC
- spin multiplicity = 1
- LUMO energy (eV) = 0.919

Positions of all 27 atoms, in Å:
C1 0.3530 -0.1252 -0.8534
C2 1.4280 -0.0448 -1.9584
C3 0.7523 -1.0289 0.3010
C4 1.3886 -0.3974 1.3902
C5 0.4758 -2.3827 0.2263
C6 1.6156 -1.2188 2.5000
C7 0.8032 -3.2117 1.3073
C8 1.2931 -2.5664 2.4113
O1 1.5589 -3.2644 3.5993
H1 0.0464 0.8827 -0.5832
H2 -0.5281 -0.5594 -1.3442
H3 1.7599 -1.0838 -2.0766
H4 1.6394 0.6505 1.4102
H5 -0.0013 -2.7922 -0.6525
H6 2.0430 -0.7927 3.3941
H7 0.7110 -4.2869 1.3212
H8 0.8251 -3.7506 3.9240
H9 2.3434 0.4868 -1.6956
H10 1.0164 0.2856 -2.9054
C9 -3.0227 2.6639 -1.3603
C10 -1.8456 3.6435 -1.0469
H11 -2.6491 1.6383 -1.3577
H12 -3.8211 2.8695 -0.6553
H13 -3.3202 2.8212 -2.3940
H14 -1.7148 3.5811 0.0328
H15 -2.1779 4.6413 -1.3202
H16 -0.9719 3.3414 -1.6140


Most stable of them? model 1.


Model 1:
Density functional theory data (the ωB97M-V functional and the def2-TZVPD basis) for a 2-piece molecular cluster, C10H16O overall.

Values from the calculation:
- structure (SMILES) = CCc1ccc(O)cc1.CC
- spin multiplicity = 1
- LUMO energy (eV) = 0.878

Positions of all 27 atoms, in Å:
C1 -1.6205 -1.7905 0.6470
C2 -1.8837 -2.1336 -0.8299
H1 -2.0608 -2.5501 1.1730
H2 -0.4643 -1.8717 0.8786
H3 -1.8970 -0.8060 0.8907
H4 -1.3473 -1.2618 -1.4052
H5 -2.8261 -1.9155 -1.2909
H6 -1.6307 -3.1925 -1.1503
C3 0.4201 1.7232 1.5491
C4 -0.1604 3.1926 1.5701
C5 1.1719 1.0178 0.4390
C6 1.6116 -0.2899 0.7642
C7 0.8995 1.3928 -0.8414
C8 1.6994 -1.3221 -0.2004
C9 0.7921 0.3376 -1.7920
C10 1.2215 -0.9049 -1.4093
O1 1.0527 -1.8867 -2.4334
H7 0.7021 1.5759 2.6503
H8 -0.7131 1.2659 1.5086
H9 0.4949 3.9476 2.0517
H10 1.6884 -0.4560 1.8521
H11 0.9822 2.5066 -0.9648
H12 1.9610 -2.4348 -0.0415
H13 0.4902 0.5590 -2.8647
H14 0.7443 -1.5885 -3.2790
H15 -1.1165 3.2216 2.0787
H16 -0.2115 3.6640 0.4497


Model 2:
Density functional theory data (the ωB97M-V functional and the def2-TZVPD basis) for a 2-piece molecular cluster, C10H16O overall.

Values from the calculation:
- structure (SMILES) = Cc1ccc(O)cc1.CCC
- spin multiplicity = 1
- LUMO energy (eV) = 0.762

Positions of all 27 atoms, in Å:
C1 -0.7052 1.8717 1.9583
C2 -1.3580 1.6729 3.3333
C3 -0.7083 3.3558 1.5892
H1 0.3333 1.5622 2.0614
H2 -1.2733 1.3158 1.2179
H3 -2.2625 2.2653 3.4544
H4 0.1479 3.9122 1.9775
H5 -0.7030 3.5761 0.5155
H6 -0.6976 1.8801 4.1772
H7 -1.6549 0.6303 3.4617
H8 -1.6047 3.8938 1.9149
C4 -1.8283 -2.2206 -2.4209
C5 1.5216 -0.4001 -0.2820
C6 0.6073 -1.2737 0.3505
C7 1.3728 -0.2700 -1.6600
C8 -0.4419 -1.8042 -0.3663
C9 0.3049 -0.8365 -2.3522
C10 -0.6483 -1.6184 -1.7355
O1 2.5718 0.2704 0.2441
H9 0.8288 -1.5371 1.3791
H10 2.7370 0.0867 1.1867
H11 2.0751 0.2886 -2.2655
H12 -1.1778 -2.3552 0.2157
H13 0.2918 -0.6576 -3.4224
H14 -1.6833 -2.2974 -3.4970
H15 -2.7733 -1.7162 -2.2159
H16 -1.9481 -3.2351 -2.0258


Model 3:
Density functional theory data (the ωB97M-V functional and the def2-TZVPD basis) for a 2-piece molecular cluster, C10H16O overall.

Values from the calculation:
- structure (SMILES) = CCc1ccc(O)cc1.CC
- spin multiplicity = 1
- LUMO energy (eV) = 0.865

Positions of all 27 atoms, in Å:
C1 2.9891 -2.1421 2.1379
C2 2.1936 -0.8283 2.3212
H1 3.4487 -2.1690 1.1496
H2 3.7983 -2.1952 2.8464
H3 2.2871 -2.9736 2.2061
H4 1.1692 -0.9881 2.0337
H5 2.7069 -0.0218 1.7989
H6 2.3163 -0.3388 3.2906
C3 -1.2969 -1.2624 -0.2461
C4 -2.0614 -1.8207 -1.4647
C5 -1.0538 0.2320 -0.3119
C6 0.2429 0.6976 -0.6407
C7 -2.1085 1.1071 -0.4361
C8 0.3745 1.8655 -1.3445
C9 -1.9117 2.4596 -0.7861
C10 -0.6768 2.8042 -1.2684
O1 -0.4508 4.0849 -1.7236
H7 -1.8444 -1.5128 0.6694
H8 -0.3293 -1.7585 -0.3003
H9 -1.3840 -1.8116 -2.3004
H10 1.0483 0.0150 -0.4099
H11 -3.1398 0.8727 -0.2317
H12 1.2536 2.2510 -1.8472
H13 -2.7109 3.1630 -0.6068
H14 0.4693 4.3030 -1.5588
H15 -2.9224 -1.2082 -1.7522
H16 -2.4069 -2.8245 -1.2244


Most stable of them? model 2.